[1]
The following is a DFT calculation (the ωB97M-V functional and the def2-TZVPD basis) of a single C47H76O2 molecule.

Structure (ORCA input):
```
! wB97M-V def2-TZVPD RIJCOSX def2/J DEFGRID3
* xyz 0 1
C -1.0969 4.6877 5.2167
C -0.2623 3.9412 4.2082
O -0.4785 2.8109 3.8489
O 0.7390 4.6915 3.7613
C 1.5755 4.1222 2.7355
C 0.8865 4.1715 1.4085
C 0.5396 3.1408 0.6452
C -0.2032 3.3552 -0.6375
H -1.2007 2.9268 -0.5453
H 0.2952 2.8492 -1.4626
H -0.2932 4.4120 -0.8757
C 0.8462 1.7058 0.9576
H 0.0289 1.0885 0.5832
H 0.9168 1.5499 2.0331
C 2.1443 1.2380 0.2750
C 3.3398 2.0176 0.7182
C 4.0480 2.8719 -0.0109
C 5.2325 3.5907 0.5652
H 6.1172 3.4171 -0.0466
H 5.4413 3.2609 1.5797
H 5.0471 4.6649 0.5802
C 3.7689 3.1814 -1.4570
H 4.1041 4.1974 -1.6763
H 2.6996 3.1381 -1.6631
C 4.5003 2.2102 -2.4028
C 4.2203 2.5578 -3.8304
C 3.6473 1.8109 -4.7674
C 3.5005 2.3341 -6.1693
H 4.1368 1.7607 -6.8447
H 3.7867 3.3810 -6.2340
H 2.4748 2.2292 -6.5210
C 3.1581 0.3956 -4.5722
H 2.9140 -0.0226 -5.5510
H 3.9616 -0.2129 -4.1473
C 1.9263 0.2593 -3.6661
C 0.7958 1.1708 -4.0457
C -0.4267 1.1508 -3.5260
C -1.4850 2.1140 -3.9786
H -1.8556 2.6954 -3.1351
H -2.3312 1.5750 -4.4039
H -1.0996 2.7977 -4.7309
C -0.8675 0.1673 -2.4770
H -1.5335 0.6666 -1.7692
H -0.0075 -0.2089 -1.9213
C -1.6174 -1.0244 -3.0974
C -2.0836 -1.9662 -2.0326
C -1.8268 -3.2642 -1.9199
C -2.3643 -4.0632 -0.7725
H -2.9443 -3.4400 -0.0966
H -3.0028 -4.8677 -1.1376
H -1.5447 -4.5150 -0.2152
C -0.9804 -4.0370 -2.8957
H -1.2403 -5.0961 -2.8441
H -1.1778 -3.6952 -3.9138
C 0.5239 -3.8787 -2.6030
C 0.9636 -4.6482 -1.3968
C 1.3455 -4.1393 -0.2308
C 1.3415 -2.6609 0.0480
H 0.3548 -2.2373 -0.1321
H 2.0526 -2.1498 -0.6019
H 1.6229 -2.4602 1.0786
C 1.8610 -5.0223 0.8738
H 1.9894 -6.0401 0.4994
H 2.8448 -4.6518 1.1791
C 0.9516 -5.0561 2.1090
C -0.3689 -5.7085 1.8268
C -1.5101 -5.4732 2.4642
C -2.7738 -6.2013 2.1147
H -2.6303 -6.8555 1.2585
H -3.5666 -5.4913 1.8831
H -3.1059 -6.8041 2.9603
C -1.6418 -4.4539 3.5649
H -2.4538 -4.7428 4.2356
H -0.7223 -4.4192 4.1522
C -1.9350 -3.0544 3.0067
C -1.9056 -2.0109 4.0829
C -2.4951 -0.8211 4.0548
C -2.3337 0.1604 5.1768
H -1.7500 -0.2623 5.9909
H -1.8269 1.0530 4.8107
H -3.3075 0.4613 5.5633
C -3.2982 -0.3139 2.8900
H -3.8624 -1.1230 2.4207
H -4.0097 0.4388 3.2347
C -2.3717 0.3315 1.8426
C -3.1608 0.9645 0.7412
C -3.5149 2.2410 0.6408
C -3.1679 3.3012 1.6442
H -2.3300 3.0105 2.2693
H -4.0271 3.4891 2.2897
H -2.9209 4.2348 1.1403
C -4.3452 2.7308 -0.5122
H -5.2766 3.1630 -0.1464
H -4.5847 1.9238 -1.2005
H -3.8164 3.5114 -1.0606
H -3.5045 0.2782 -0.0243
H -1.7428 1.0646 2.3457
H -1.7264 -0.4467 1.4283
H -1.3151 -2.2748 4.9517
H -1.1853 -2.8149 2.2456
H -2.9054 -3.0595 2.5056
H -0.3453 -6.4614 1.0487
H 1.4645 -5.6248 2.8939
H 0.8052 -4.0434 2.4835
H 0.9798 -5.7229 -1.5326
H 1.0809 -4.2563 -3.4667
H 0.7536 -2.8205 -2.4869
H -2.6995 -1.4968 -1.2748
H -2.4903 -0.6457 -3.6388
H -0.9687 -1.5229 -3.8166
H 1.0309 1.9193 -4.7883
H 1.5932 -0.7823 -3.6995
H 2.2173 0.4654 -2.6331
H 4.5379 3.5591 -4.0993
H 4.2114 1.1856 -2.1743
H 5.5774 2.2969 -2.2268
H 3.6254 1.8532 1.7501
H 2.2953 0.1839 0.5227
H 2.0159 1.3160 -0.8026
H 0.6161 5.1745 1.1027
H 1.8368 3.1023 3.0216
H 2.4708 4.7483 2.7354
H -0.5366 5.5212 5.6273
H -1.4140 4.0089 6.0035
H -1.9846 5.0661 4.7126
*
```

Calculated values
E_HOMO   -8.32 eV
Lowest unoccupied orbital energy   0.7 eV
M   673.1 Da

Here are the Mulliken charges for atoms 1 to 99, given in e: C -1.22; C 0.78; O -0.48; O -0.41; C -0.52; C -1.23; C 1.53; C -0.34; H -0.50; H -0.42; H 0.67; C -0.42; H -1.24; H 1.01; C 2.69; C -1.30; C 1.12; C -1.95; H 0.39; H 0.43; H 0.35; C -0.48; H 0.80; H -0.28; C -0.23; C -0.84; C 0.96; C -1.68; H 0.38; H 0.37; H 0.35; C -1.72; H 0.42; H 0.49; C 1.61; C -0.38; C -0.07; C -2.07; H 0.18; H 0.41; H 0.45; C 2.79; H -0.89; H -0.74; C -0.50; C 0.10; C 0.56; C -0.98; H 0.26; H 0.35; H -0.05; C -1.87; H 0.56; H 0.56; C 0.97; C -1.26; C 1.09; C -0.65; H -0.30; H 0.51; H 0.67; C -1.96; H 0.40; H 0.45; C -0.67; C -0.34; C 0.93; C -1.88; H 0.34; H 0.34; H 0.47; C -1.46; H 0.58; H 0.47; C 1.18; C -1.39; C 1.01; C -1.43; H 0.38; H 0.06; H 0.38; C -1.06; H 0.48; H 0.54; C 1.74; C 0.06; C 1.02; C -0.83; H -0.23; H 0.43; H 0.40; C -1.81; H 0.42; H 0.33; H 0.35; H 0.15; H -0.96; H -0.73; H 0.28

[2]
The following is a DFT calculation (the ωB97M-V functional and the def2-TZVPD basis) of 3 unconnected molecules or ions with the total composition C3H8O4S at a distorted geometry.

Structure (ORCA input):
```
! wB97M-V def2-TZVPD RIJCOSX def2/J DEFGRID3
* xyz -2 1
O -2.2871 0.0272 1.8790
C -1.5120 0.0646 0.9002
O -0.6385 0.9908 0.7429
C -1.4938 -0.9946 -0.2003
C -2.1723 -0.4543 -1.4636
S -2.2395 -1.5780 -2.9853
H -2.0293 -1.9384 0.0107
H -0.4438 -1.4071 -0.2788
H -3.2142 -0.3833 -1.1195
H -1.7261 0.5302 -1.6744
H 3.8681 0.8766 0.7813
H 4.9451 2.0441 0.7534
O 4.8024 1.0982 0.8994
H 1.5587 0.3977 -0.1528
H 0.8195 0.4563 1.1340
O 1.7629 0.2700 0.7738
*
```

Calculated values
E_HOMO   0.32 eV
Lowest unoccupied orbital energy   5.2 eV
M   140.2 Da

Table of Mulliken atomic charges, one value per atom, all in e: O -0.74; C 0.43; O -0.82; C -0.16; C -0.76; S -0.79; H 0.25; H 0.18; H 0.19; H 0.28; H 0.39; H 0.29; O -0.66; H 0.29; H 0.38; O -0.74

[3]
The following is a DFT calculation (the ωB97M-V functional and the def2-TZVPD basis) of 2 unconnected molecules or ions with the total composition C6H13NO at a distorted geometry.

Structure (ORCA input):
```
! wB97M-V def2-TZVPD RIJCOSX def2/J DEFGRID3
* xyz 1 2
C -2.5584 0.5360 -0.3044
C -1.0921 0.9206 -0.4780
C -0.2417 -0.0834 0.2261
C 0.9159 0.1828 0.9335
C 2.0140 -0.7066 0.9183
C 3.2594 -0.1861 0.7710
N -2.9289 0.3024 1.0648
H -2.8274 -0.3190 -0.9271
H -3.1209 1.3794 -0.7371
H -0.9940 1.8907 0.0194
H -0.8361 0.9971 -1.5351
H -0.6353 -1.0897 0.0410
H 0.9600 1.0894 1.5299
H 1.8536 -1.7422 0.6240
H 3.4686 0.8511 1.0022
H 4.1643 -0.7584 0.5756
H -2.3445 0.5756 1.8339
H -3.9058 0.3436 1.2954
H 1.9597 -1.7032 -1.6543
H 1.0816 -0.9234 -2.6057
O 1.8080 -1.5568 -2.5934
*
```

Calculated values
E_HOMO (alpha / beta)   -12.87 / -12.78 eV
Lowest unoccupied orbital energy (alpha / beta)   -5.2 / -7.9 eV
M   115.2 Da

Table of Mulliken atomic charges, one value per atom, all in e: C -0.56; C -0.41; C -0.34; C -0.16; C -0.19; C -0.61; N -0.38; H 0.31; H 0.33; H 0.35; H 0.28; H 0.43; H 0.44; H 0.54; H 0.29; H 0.30; H 0.15; H 0.21; H 0.30; H 0.32; O -0.60

The evaluated E for the records listed, in turn: -54065.7350; -22266.1202; -9959.9885 eV.
The evaluated relative energy (zero: lowest compared OMol25 entry of this formula, charge and spin) for the records listed, in turn: 2.68; 13.88; 54.66 kcal/mol.